{
  "formula": "C4H8N4",
  "method": "ωB97M-V/def2-TZVPD",
  "orbital_gap_ev": [7.2, 9.2],
  "e_tot_ev": -10232.10699,
  "homo_ha": [-0.2849, -0.3137],
  "relative_energy_ev": 6.1351,
  "mol_weight_g_mol": 112.14,
  "charge": 0,
  "species": ["C", "C", "C", "C", "N", "N", "N", "N", "H", "H", "H", "H", "H", "H", "H", "H"],
  "xyz": [[-0.0244, -0.9346, -0.0635], [-1.2856, -0.5155, 0.0534], [1.2459, -0.1731, -0.0538], [1.7981, 0.2289, 1.3000], [1.9543, -0.4314, -1.0483], [-1.6799, 1.0353, -1.5249], [-1.2484, 0.9074, -0.3390], [-2.5373, -1.1084, 0.1792], [1.3654, 0.9840, 1.9049], [2.9042, 0.3997, 1.1520], [1.5854, -0.6677, 1.8594], [2.9114, -0.0165, -1.0667], [-1.1136, 1.7450, -2.0510], [-0.4477, 1.5128, 0.1174], [-3.1185, -0.8671, -0.5856], [-2.3092, -2.0988, 0.1664]],
  "atomic_forces_ev_per_a": [[-1.61, 1.22, 1.14], [2.11, 0.60, -0.09], [-0.98, -1.96, 1.56], [1.50, -0.44, -0.97], [2.06, 0.79, -2.52], [0.19, 1.80, -2.48], [1.37, 0.03, 2.39], [1.54, -0.56, 0.96], [-0.65, 1.17, 0.04], [-1.15, -0.16, 0.57], [0.54, -0.46, 0.49], [-0.88, -0.24, 0.47], [-0.75, -0.44, 0.63], [-1.93, -1.56, -1.35], [-0.68, 0.26, -0.87], [-0.68, -0.06, 0.02]]
}